(1)
Entry from OMol25: an isolated molecule of C17H15NO3 (wB97M-V/def2-TZVPD).

```
36
Properties=species:S:1:pos:R:3:forces:R:3:lowdin_charge:R:1
C -7.378 -0.633 -0.049 -0.06 -0.01 0.03 0.0143
C -6.356 0.119 -0.408 0.40 -0.02 -0.02 -0.1453
C -5.034 0.134 0.295 -0.19 0.08 0.35 -0.2123
H -4.937 -0.737 0.955 0.01 0.12 -0.04 0.1312
O -4.016 0.129 -0.690 0.01 -0.04 -0.20 -0.0384
C -2.720 0.165 -0.299 0.31 0.03 0.09 -0.2655
C -1.774 0.149 -1.329 -0.14 0.00 0.02 0.0132
C -0.429 0.188 -1.043 -0.08 0.00 0.09 -0.0122
C 0.009 0.239 0.278 0.15 -0.02 0.21 -0.1739
C -0.926 0.251 1.298 0.32 0.00 -0.20 -0.0218
C -2.282 0.217 1.021 -0.45 -0.01 -0.04 -0.0113
H -2.982 0.228 1.840 -0.09 0.00 0.04 0.1037
H -0.598 0.288 2.327 0.04 -0.01 0.11 0.1159
C 1.487 0.297 0.566 -0.24 0.27 0.65 -0.2779
N 2.037 1.544 0.082 -0.26 -0.08 -0.17 0.1555
C 3.369 1.739 -0.119 -0.17 0.08 0.01 -0.4346
O 3.831 2.827 -0.393 0.24 0.15 0.01 0.0770
C 4.151 0.484 -0.054 -0.08 -0.23 0.00 -0.0667
C 5.541 0.504 -0.088 -0.10 -0.05 0.02 -0.0073
C 6.254 -0.677 -0.160 0.11 0.12 0.00 -0.0810
C 5.576 -1.886 -0.226 -0.12 0.00 0.00 -0.0731
C 4.194 -1.924 -0.193 -0.19 0.02 0.00 0.0028
C 3.475 -0.739 -0.090 0.35 0.12 0.10 -0.1992
O 2.112 -0.803 -0.059 0.18 -0.17 -0.26 0.0354
H 3.655 -2.857 -0.243 -0.06 -0.11 0.01 0.1185
H 6.130 -2.810 -0.299 0.03 -0.08 0.00 0.1053
H 7.332 -0.659 -0.180 0.09 0.01 0.00 0.1018
H 6.035 1.463 -0.068 0.03 0.09 -0.02 0.1211
H 1.420 2.336 -0.013 0.10 -0.01 -0.02 0.1599
H 1.665 0.219 1.660 -0.06 -0.10 -0.37 0.1661
H 0.298 0.171 -1.840 0.07 0.00 -0.12 0.1240
H -2.128 0.106 -2.347 -0.04 -0.01 -0.13 0.1205
H -4.957 1.050 0.904 0.08 -0.15 -0.06 0.1346
H -6.418 0.788 -1.254 -0.10 0.10 -0.13 0.1065
H -8.318 -0.599 -0.571 -0.17 0.06 -0.12 0.0540
H -7.321 -1.308 0.790 0.08 -0.16 0.16 0.0591
```
Forces are in eV/Å.

For the energy relative to the best compared isomer or geometry (same formula, charge and spin), the calculation gives 1.716 eV. The orbital gap comes out at 0.3534 Ha. The value obtained for the strongest force on any atom is 0.0145 hartree/bohr. As for the SMILES: C=CCOc1ccc([C@@H]2NC(=O)c3ccccc3O2)cc1.

(2)
Entry from OMol25: a cluster of 2 separate species, C17H16BF3N3O10S in total in a non-equilibrium geometry (wB97M-V/def2-TZVPD).

```
51
Properties=species:S:1:pos:R:3:forces:R:3:lowdin_charge:R:1
C 5.532 -2.050 0.239 0.68 -0.70 0.04 -0.0486
C 4.520 -1.102 0.708 -0.88 1.54 1.09 -0.3428
C 4.591 -0.118 1.680 0.12 -1.28 -0.64 -0.0562
C 3.337 0.538 1.665 -0.95 -0.01 -1.04 -0.0500
C 2.588 0.025 0.600 2.05 1.68 0.49 -0.0653
B 1.579 0.871 -0.439 2.98 -1.37 1.86 -0.8950
O 0.402 0.179 0.005 -2.64 0.33 -0.66 0.0021
C -0.672 0.710 -0.726 0.24 0.25 -0.37 -0.1495
C -0.201 1.833 -1.684 0.34 -0.20 0.27 -0.4296
C -1.417 2.299 -2.433 -0.11 0.30 -0.34 -0.0355
C 0.922 1.316 -2.626 -0.28 -0.03 0.09 -0.1538
O 1.919 0.657 -1.872 -0.81 0.18 0.52 0.0413
C 0.527 2.923 -0.848 -0.27 0.00 -0.28 -0.1582
O 1.562 2.324 -0.105 -0.53 -0.69 -0.19 0.0325
O 3.279 -1.063 0.109 1.30 0.42 -0.13 0.0462
H 6.504 -1.539 0.162 -0.27 -0.08 -0.09 0.0789
H 5.689 -2.860 0.970 -0.12 -0.04 -0.41 0.0745
H 5.281 -2.460 -0.746 0.02 0.00 0.25 0.0818
H 5.464 0.134 2.283 -0.33 -0.26 -0.15 0.0984
H 3.042 1.368 2.297 0.05 0.03 -0.34 0.0995
H -1.121 -0.121 -1.290 -0.20 0.58 -0.23 0.1086
H -1.416 1.104 -0.012 0.14 0.22 -0.51 0.1206
H -1.151 3.074 -3.156 -0.14 0.11 0.03 0.0870
H -1.865 1.469 -2.994 0.06 0.08 0.07 0.0860
H -2.178 2.683 -1.743 0.08 0.09 -0.13 0.0871
H 0.497 0.654 -3.403 0.12 -0.02 0.18 0.1262
H 1.353 2.203 -3.139 -0.17 -0.29 0.01 0.1273
H 0.976 3.645 -1.560 -0.34 0.01 0.21 0.1261
H -0.186 3.465 -0.196 0.16 -0.15 -0.06 0.1294
O -3.787 -3.048 -0.944 0.67 0.09 0.27 -0.2721
S -2.440 -3.013 -0.433 0.67 0.77 0.18 0.7794
O -1.895 -4.059 0.391 -0.26 0.34 -0.41 -0.2671
C -1.319 -2.912 -1.925 0.31 0.41 -0.49 -0.6189
F -1.492 -4.021 -2.658 0.16 0.48 0.26 0.1351
F -1.661 -1.830 -2.679 0.25 -1.04 0.58 0.1095
F -0.029 -2.801 -1.566 -1.12 -0.08 -0.21 0.1574
C -2.170 -1.447 0.409 1.03 -0.15 0.54 -0.2431
C -1.041 -1.245 1.259 -1.18 -1.35 -1.31 0.0840
C -1.296 -0.401 2.335 -0.32 0.55 2.18 -0.0836
N -0.802 -0.536 3.627 0.16 0.17 -1.31 -0.1410
O 0.186 -1.104 4.057 -1.27 0.59 -0.02 0.0989
O -1.708 0.142 4.485 0.77 -0.19 -1.12 0.0462
N -2.724 0.717 3.741 0.75 -0.45 -1.72 0.1421
C -2.463 0.392 2.452 -1.26 0.50 1.90 -0.1355
C -3.353 0.506 1.309 0.39 -1.36 -1.13 -0.0791
N -4.400 1.499 1.163 -1.83 1.17 -0.11 -0.3134
O -4.471 2.442 1.973 0.58 -1.82 -1.21 0.0674
O -5.226 1.354 0.227 1.72 0.11 1.55 0.0330
C -3.216 -0.483 0.321 -0.40 0.99 1.67 0.0373
H -0.116 -1.808 1.210 -0.31 -0.33 0.10 0.1565
H -3.934 -0.503 -0.498 0.16 -0.10 0.25 0.1379
```
Forces are in eV/Å.

For the energy relative to the best compared isomer or geometry (same formula, charge and spin), the calculation gives 0.501 eV. Its charge is -1. The orbital gap comes out at 0.1715 Ha. The value obtained for the strongest force on any atom is 0.0734 hartree/bohr.

(3)
Entry from OMol25: a structure of composition C17H16CaN6O2S6 (wB97M-V/def2-TZVPD).

```
48
Properties=species:S:1:pos:R:3:forces:R:3:lowdin_charge:R:1
Ca -0.023 0.549 0.358 0.14 -0.05 0.02 0.9698
O 0.213 -3.149 -1.925 0.00 -0.01 0.03 0.0363
C 0.578 -2.100 -1.402 -0.01 0.00 -0.08 -0.4864
N 0.536 -1.735 -0.098 -0.02 -0.09 -0.03 0.0189
C 0.381 -2.714 0.855 -0.07 0.00 0.02 -0.4671
O 0.420 -3.919 0.720 0.06 0.01 -0.02 0.0890
C 0.182 -2.157 2.256 0.09 0.05 -0.01 -0.2018
C 0.363 -2.992 3.347 -0.07 0.00 -0.04 0.0136
C 0.185 -2.473 4.616 0.01 0.00 0.02 -0.0397
C -0.169 -1.139 4.757 0.00 0.00 0.00 -0.0475
C -0.326 -0.376 3.615 0.00 -0.03 -0.01 -0.1262
N -0.153 -0.871 2.387 -0.02 0.08 0.02 0.0016
C 1.037 -0.991 -2.336 -0.03 0.03 0.03 -0.2078
C 1.606 -1.315 -3.557 0.00 -0.01 0.01 0.0057
C 1.955 -0.291 -4.421 0.00 -0.01 -0.01 -0.0373
C 1.684 1.019 -4.058 0.00 0.02 -0.01 -0.0313
C 1.094 1.250 -2.829 -0.01 -0.02 0.00 -0.1209
N 0.794 0.273 -1.970 0.02 0.00 0.01 0.0252
H 0.630 -4.023 3.167 0.00 0.00 0.01 0.1225
H 0.324 -3.098 5.489 0.00 0.00 0.00 0.1124
H -0.313 -0.693 5.731 0.00 0.00 0.00 0.1075
H -0.587 0.674 3.678 0.00 0.00 0.00 0.1071
H 1.760 -2.357 -3.801 0.00 0.00 0.00 0.1221
H 2.421 -0.513 -5.373 0.00 0.00 0.00 0.1134
H 1.922 1.853 -4.703 0.00 0.00 0.00 0.1133
H 0.843 2.257 -2.521 -0.01 -0.01 -0.01 0.0656
N -2.754 -2.496 0.805 -0.05 0.01 -0.01 0.0482
N -2.483 -2.446 -0.570 0.05 0.02 0.01 -0.0576
C -2.432 -1.299 -1.260 -0.04 0.02 -0.01 -0.8701
N -2.087 -1.397 -2.550 0.00 0.00 0.00 0.1231
S -2.780 0.222 -0.566 0.00 -0.06 0.02 0.5698
H -3.759 -2.585 0.920 0.00 0.00 0.00 0.0904
H -2.499 -1.594 1.201 0.02 0.00 0.02 0.0199
H -1.921 -3.223 -0.904 0.00 -0.01 0.00 0.1351
H -1.646 -2.240 -2.894 0.00 0.00 0.00 0.1070
H -1.925 -0.538 -3.045 -0.01 0.01 0.00 0.0975
C -0.667 3.997 2.587 0.03 0.02 0.06 -0.3670
S -1.149 3.202 1.038 0.01 0.01 -0.03 0.7499
C 0.258 3.523 0.030 0.03 0.05 -0.02 -1.0456
C 1.521 3.061 0.267 -0.04 -0.02 -0.04 -1.2195
S 2.068 1.972 1.487 -0.07 0.01 0.02 0.4643
S 2.720 3.666 -0.864 -0.01 0.07 0.02 0.8997
C 1.688 4.649 -1.856 0.02 0.00 0.00 -1.5279
S 2.207 5.462 -3.179 -0.01 -0.02 0.00 0.5401
S 0.049 4.647 -1.307 0.01 -0.03 0.04 0.8932
H -1.468 3.806 3.300 -0.01 0.00 0.00 0.0386
H -0.568 5.068 2.431 -0.02 0.00 -0.02 0.0471
H 0.269 3.575 2.949 -0.01 -0.02 -0.03 0.0060
```
Forces are in eV/Å.

For the energy relative to the best compared isomer or geometry (same formula, charge and spin), the calculation gives 0.000 eV. The orbital gap comes out at 0.2770 Ha. The value obtained for the strongest force on any atom is 0.0029 hartree/bohr.

(4)
Entry from OMol25: a structure of composition C17H16F2N2O5ReTe in a non-equilibrium geometry (wB97M-V/def2-TZVPD).

```
44
Properties=species:S:1:pos:R:3:forces:R:3:mulliken_spin:R:1
Re -0.250 0.061 -0.291 0.27 -0.31 0.96 0.8236
O -2.264 3.722 4.842 0.07 -0.14 -0.13 0.0003
C -1.794 2.958 3.797 0.22 -0.07 0.00 0.0021
C -0.458 2.603 3.696 -0.11 0.13 -0.05 -0.0027
C -0.045 1.840 2.615 0.43 -0.22 0.14 0.0066
N -0.887 1.440 1.668 -0.06 -0.68 -0.87 0.0079
C -2.176 1.743 1.782 -0.28 0.15 0.03 0.0122
C -2.674 2.497 2.834 -0.07 0.14 -0.01 0.0003
C -3.146 1.122 0.765 -0.57 0.60 0.74 -0.0086
O -4.348 1.384 0.899 0.16 0.07 0.04 0.0066
O -2.635 0.339 -0.064 1.60 -0.78 -0.85 -0.0060
C 1.378 1.243 2.566 -0.11 -0.03 0.09 -0.0003
O 2.212 1.701 3.355 0.12 0.42 0.42 -0.0005
O 1.489 0.284 1.779 -0.04 0.04 -0.12 -0.0016
H -1.516 3.925 5.418 -0.08 -0.05 -0.14 0.0000
H 0.271 2.884 4.444 0.16 -0.02 -0.02 -0.0002
H -3.731 2.699 2.880 -0.13 -0.01 -0.05 0.0001
C 0.570 -2.706 1.298 0.37 -0.08 -0.07 0.0058
N -0.628 -1.880 1.198 -0.12 0.25 -0.32 0.0171
C -1.062 -1.523 2.536 -0.12 0.13 0.38 -0.0022
C -1.697 -2.599 0.500 -0.23 0.00 -0.25 -0.0105
C -1.449 -2.625 -0.989 0.05 0.34 0.22 -0.0330
C -1.806 -3.736 -1.732 -0.06 -0.24 -0.07 0.0000
C -1.699 -3.729 -3.113 -0.22 -0.27 0.08 0.0000
C -1.258 -2.578 -3.741 0.18 0.10 -0.13 0.0028
C -0.862 -1.483 -2.994 -0.26 0.12 -0.05 0.0079
C -0.920 -1.464 -1.597 -0.27 0.21 0.03 0.0293
H 0.416 -3.537 2.011 -0.12 0.04 -0.04 0.0008
H 1.400 -2.083 1.632 -0.05 -0.04 -0.02 -0.0029
H 0.820 -3.118 0.321 -0.02 0.09 0.01 0.0028
H -1.344 -2.423 3.114 0.05 0.05 -0.09 -0.0013
H -1.926 -0.860 2.488 0.03 -0.06 -0.01 -0.0016
H -0.251 -1.012 3.057 -0.03 -0.02 -0.08 -0.0001
H -2.630 -2.046 0.664 0.13 -0.02 0.07 -0.0005
H -1.830 -3.615 0.922 0.09 0.11 -0.09 -0.0020
H -2.177 -4.623 -1.226 -0.02 -0.03 0.04 0.0001
H -1.985 -4.605 -3.685 0.01 -0.03 -0.05 0.0001
H -1.194 -2.541 -4.822 0.01 0.01 -0.10 0.0008
H -0.509 -0.598 -3.504 0.11 0.08 0.00 0.0046
Te 2.046 -0.533 -1.269 -0.65 0.21 0.27 0.1727
F -0.830 1.846 -2.664 -0.34 -0.13 -0.67 0.0026
C -0.192 1.856 -1.430 0.95 -0.47 0.03 -0.0314
F -0.853 2.874 -0.756 -0.53 0.81 0.47 0.0006
H 0.810 2.296 -1.658 -0.52 -0.43 0.24 -0.0022
```
Forces are in eV/Å.

The multiplicity is 2. Its charge is -2. The orbital gap (alpha / beta) comes out at 0.1789 / 0.1847 Ha. The value obtained for the strongest force on any atom is 0.0384 hartree/bohr. As for the expectation value of S²: 0.803.